[1]
The following is a DFT calculation (ωB97M-V with the def2-TZVPD basis set) of a cluster of 5 separate species, C21H53ClN4O7 in total.

```
! wB97M-V def2-TZVPD RIJCOSX def2/J DEFGRID3
* xyz 0 1
H 3.5415 2.3032 2.9209
H 9.8842 -1.2638 1.0887
H 2.3937 3.5759 2.4385
C 10.0229 -0.1840 0.9757
H -7.4371 -2.4872 3.6563
H 7.2798 -1.5305 -0.1511
H 10.8993 0.1185 1.5484
Cl -1.6729 -4.1227 0.6088
H -4.2058 1.6111 -2.7724
H 7.8105 -0.6758 -2.5130
H -8.9543 -2.3768 2.7541
C 9.5644 -0.6091 -1.3328
H 8.4847 1.7788 -1.1118
H -7.6836 -4.6450 1.4557
H 5.3880 2.3943 -0.4782
H -8.3732 -1.0045 3.7035
N -5.0366 3.7423 -0.0661
H 1.9486 2.3936 3.6860
N 3.7104 0.2672 -0.0140
H -1.8606 2.6786 -0.8587
H -5.0143 3.5379 0.9283
O -6.1953 -3.2967 0.9202
C 7.1342 -0.5061 -0.5032
H -2.9213 -3.5954 -1.8378
H -5.5699 -0.2514 1.5213
H -3.4463 0.0666 -2.3683
H -5.4093 -1.5115 2.5186
H -6.5103 -4.2642 2.7416
C -2.5553 -2.6298 0.0767
C 1.4996 -2.5855 -0.9233
H -2.7363 4.3241 -2.4892
H 9.1499 0.3309 1.3841
O 1.0240 -1.2248 -1.0248
N -6.0229 -0.7335 2.2927
O -3.4823 1.3968 -0.8328
C -3.4511 -3.0016 -1.0937
H -6.8043 -1.7377 -0.1785
H -7.8906 -0.4464 1.4458
C -7.1577 -2.2837 0.7006
H 8.5966 1.5134 -2.6967
C 8.1264 -0.1523 -1.6049
H 2.1757 -2.6107 -0.0664
C 2.0410 2.0602 0.4455
H 1.2401 1.5424 -0.0885
H 10.1394 -0.5060 -2.2569
H 9.5868 -1.6697 -1.0472
C -3.3820 1.1451 -2.2274
C 0.0388 -1.0573 -1.9412
H 2.9683 -0.3047 -0.4048
C -2.8487 2.5835 -0.3886
H 7.2264 0.1646 0.3523
H -2.4269 1.4900 -2.6316
C 3.3721 1.6774 -0.2116
H -3.1606 -2.3279 0.9327
H 3.6805 0.0754 0.9844
O 10.2602 0.1633 -0.3736
H 1.8581 3.1398 0.3537
N 8.0379 1.2855 -1.8800
H -8.1245 -2.7346 0.4405
H -4.0668 5.3975 -2.0411
C -7.3082 -1.2804 1.8498
H 4.2990 3.5971 0.2284
C -1.5597 -1.5153 -0.2216
H -3.8537 -2.0938 -1.5550
H -2.0806 -0.5689 -0.0280
C -3.7204 4.3650 -2.0189
H 2.0472 -2.8427 -1.8344
H -5.4641 2.9259 -0.4940
H -2.6887 2.4404 0.6836
O 0.2000 -0.4841 -2.9798
H 0.6747 -3.2801 -0.7520
H -6.0224 -5.2661 1.3690
H -4.4131 3.7798 -2.6235
H 4.9155 2.2596 1.2086
H -0.7126 -1.6039 0.4569
H -4.2987 -3.5781 -0.7129
C -6.6350 -4.4158 1.6669
C 4.5587 2.5364 0.2153
H -3.1683 4.6324 0.0175
C -8.0629 -1.8248 3.0577
O 1.9060 1.6610 1.7969
O -1.1635 -1.5631 -1.5948
C -3.6701 3.8643 -0.5792
H 3.2296 1.8263 -1.2864
C 2.4865 2.5303 2.7482
H 6.1118 -0.4118 -0.8625
*
```

**Relative energy (zero: lowest compared OMol25 entry of this formula, charge and spin)**: 0.0 kJ/mol
**SMILES**: COC(=O)OC[C@@H](C)Cl.COC[C@@H](C)N.COC[C@@H](C)N.COC[C@@H](C)N.COC[C@@H](C)N
**Electronic energy**: -55449.7270 eV
**Molecular weight**: 509.13 Da
**HOMO energy**: -8.9 eV

***

[2]
The following is a DFT calculation (ωB97M-V with the def2-TZVPD basis set) of a cluster of 8 separate species, C21H53N2O12 in total.

```
! wB97M-V def2-TZVPD RIJCOSX def2/J DEFGRID3
* xyz -1 1
H -12.9492 -4.0537 10.1850
H -14.9643 -3.7696 11.3372
H -13.3439 -8.9941 12.7615
H -16.8502 -2.4508 12.7919
C -13.9794 -3.8762 13.5499
C -12.3405 -6.7931 12.8654
H -20.4473 -9.3466 11.5846
H -13.0517 -6.7926 13.6954
C -17.4773 -4.8862 17.1538
O -16.4602 -5.2336 8.9872
N -13.3879 -9.7202 13.5068
C -12.1753 -6.5194 10.3197
H -13.6494 -5.6133 15.5992
C -13.5064 -4.5412 15.7359
H -16.6774 -9.9730 16.5108
C -16.7149 -8.9216 16.7952
C -17.7973 -3.8316 15.0411
H -18.2517 -6.1022 9.7092
C -14.3337 -2.8855 11.4123
H -16.4693 -5.1888 16.8692
H -11.5694 -5.6274 10.5096
H -13.5013 -2.4095 9.4990
H -12.4972 -10.0622 13.8418
H -11.4848 -7.3654 10.2672
O -17.7442 -4.8712 14.4125
H -12.3416 -2.5219 10.7124
H -19.6386 -8.1278 10.6260
C -14.6445 -6.2664 5.0380
C -13.2497 -3.0236 10.3638
H -16.7066 -7.8190 13.2088
H -17.2852 -8.9160 17.7289
H -14.4027 -4.1104 16.1890
H -11.6290 -7.6188 12.9413
H -17.8271 -4.6418 10.4958
H -18.4324 -3.1865 12.7766
O -14.5501 -8.3973 15.6792
H -13.5560 -8.5348 18.1440
H -14.7604 -1.8894 11.3178
H -11.7735 -5.9061 13.1891
H -14.6556 -9.9241 18.0250
O -14.9228 -4.6602 13.4305
H -16.8852 -6.0159 10.8199
H -15.1337 -8.6112 18.9594
H -17.9804 -11.2425 11.7592
H -17.8792 -0.2423 13.0849
H -15.5919 -6.7576 4.8285
C -17.8642 -2.3421 13.1781
H -13.8849 -9.3027 14.3063
H -19.2914 -9.8339 10.2644
C -17.3842 -5.5049 9.9921
H -16.8780 -6.3576 14.0726
H -13.8004 -5.9182 11.6097
O -13.8918 -7.8857 11.4589
O -17.1833 -8.5605 11.4449
H -12.6996 -4.3114 16.4320
C -18.3234 -9.1000 12.0404
H -14.6429 -5.2368 4.6797
C -14.5986 -8.8320 18.0280
H -17.3250 -8.3128 16.1212
H -13.8035 -6.7361 4.5251
H -14.0168 -10.4728 13.2443
O -15.0855 -5.5587 7.3670
H -19.0851 -10.7701 13.1196
H -15.7165 -7.4293 14.5205
H -17.3536 -10.6627 13.2966
H -17.4839 -4.5483 18.1882
C -15.6800 -6.1382 8.4103
H -18.5369 -1.1056 11.6474
H -13.2130 -6.1451 6.6961
O -13.1160 -3.8134 14.5858
H -18.6615 -8.5247 12.9236
C -14.2723 -6.3631 6.5382
O -13.7193 -2.8921 12.7333
H -18.1202 -5.7659 17.1255
O -17.7457 -3.7314 16.3571
H -12.7353 -6.4348 9.3896
C -18.4953 -1.0727 12.7352
H -15.4936 -6.7088 13.1055
C -13.0754 -6.7481 11.5345
C -18.1642 -10.5395 12.5739
N -16.2329 -7.0592 13.7090
C -19.5131 -9.1215 11.0600
H -19.5034 -0.9370 13.1265
C -15.3320 -8.2234 16.8099
H -15.4957 -7.1624 17.0459
O -15.6184 -7.2864 8.7787
H -14.2719 -7.4024 6.8739
O -17.9447 -2.5939 14.5881
*
```

**Relative energy (zero: lowest compared OMol25 entry of this formula, charge and spin)**: 0.0 kJ/mol
**Electronic energy**: -50184.5598 eV
**Molecular weight**: 525.66 Da
**HOMO energy**: -3.1 eV

***

[3]
The following is a DFT calculation (ωB97M-V with the def2-TZVPD basis set) of a structure of composition C21H54LiN3O13P.

```
! wB97M-V def2-TZVPD RIJCOSX def2/J DEFGRID3
* xyz 1 1
H -1.6689 -38.7496 36.6416
P -2.9666 -44.0089 32.7197
H 2.4593 -47.8852 33.6539
H 0.1225 -45.5541 32.5290
O 1.4588 -50.2543 36.0019
O -3.1840 -43.6149 34.0702
H 0.9469 -47.8440 30.2956
H 1.4376 -48.6639 31.7266
C -2.7262 -44.7501 37.4682
O 2.5439 -41.3880 35.9446
H -9.0965 -46.0232 32.6621
O -0.6254 -50.8757 35.3571
H 3.2188 -47.5306 30.8634
O -0.2826 -48.6881 36.0317
H 2.7677 -45.2288 38.0815
O -3.8895 -43.8596 31.6262
H 0.9964 -42.6712 35.9222
H 1.3345 -52.0604 36.7159
O -1.4976 -44.7240 38.0119
H -2.8622 -45.8360 37.1228
H -0.1039 -43.4256 32.5741
H -3.0448 -44.2106 36.5648
N 1.8126 -46.6592 32.0725
C 0.0940 -49.9691 35.7969
C 1.3034 -41.6998 35.3369
C -1.5895 -48.2935 35.6117
H -8.2300 -45.9436 30.6438
C -5.4467 -46.0039 34.4096
C -5.8383 -46.3093 32.8724
O -2.6804 -45.5955 33.1949
H -2.3701 -48.5482 36.1607
C 0.4619 -40.3807 35.6500
H -2.6671 -41.4471 35.7754
C 1.9254 -51.7122 36.0321
H -3.5409 -44.6258 38.0170
C -8.3706 -46.1760 33.3653
H 1.4536 -51.8904 34.8549
C 1.0418 -45.4271 31.9493
H -0.0664 -47.8012 31.8340
H -8.2976 -47.1873 33.4882
H -0.3623 -39.7313 33.0168
H -1.2600 -42.4728 35.8261
H -5.9299 -47.4410 32.9296
H -6.9484 -43.6576 33.2876
C -1.4597 -39.0051 35.5450
H 0.6252 -39.9425 36.6991
C -7.4044 -46.2976 31.1157
H -2.3256 -38.8957 35.0480
H -0.8124 -41.4060 33.3786
H -7.3497 -47.3787 31.1638
O -0.5012 -44.8828 36.0601
C -7.0922 -44.2136 32.3832
O -1.4920 -43.6512 32.7217
O 0.8395 -43.1050 32.2414
H 0.8490 -45.3810 30.8939
H -3.6330 -46.4027 33.8200
C 1.9697 -44.9404 37.3644
H 1.0242 -39.6314 35.0772
H 2.8932 -46.1860 30.4155
H -1.6838 -41.2214 37.0751
H -1.7453 -48.5055 34.5405
H -7.8368 -43.7001 31.7060
H -6.2714 -46.2392 35.0364
C -1.0270 -40.4504 33.6616
H -4.9462 -46.1283 32.2573
H 1.6743 -44.2801 33.6015
N -0.9147 -40.3357 35.1708
H 3.0896 -51.6939 36.2718
H 2.4256 -43.9578 36.9656
O 0.6629 -45.0090 38.0320
C -0.4587 -44.8856 37.2743
O -4.3014 -46.7256 34.4942
H 2.5873 -43.9356 32.0863
C -1.6307 -41.4380 35.9140
H 3.2919 -42.1850 35.6818
H 1.3135 -41.8916 34.3944
H 1.0239 -46.7865 33.9095
H 2.7664 -46.2268 33.7116
H -1.5480 -47.1799 35.5981
H -1.0062 -38.0882 35.1984
H -6.1086 -43.9697 31.7030
H 3.6271 -46.3046 31.9419
C 1.9686 -47.0943 33.5030
H -6.4148 -45.8117 30.6967
H -5.2446 -44.9744 34.3253
C 1.6958 -44.2727 32.5555
H -2.1455 -40.6126 33.3233
C 0.9807 -47.7113 31.4570
H 1.9275 -45.6818 36.4730
Li -1.4903 -44.6919 34.4249
C 3.0124 -46.6254 31.2698
N -7.2368 -45.7619 32.4818
H -8.5842 -45.7725 34.2078
*
```

**Relative energy (zero: lowest compared OMol25 entry of this formula, charge and spin)**: 394.6 kJ/mol
**Electronic energy**: -63217.0020 eV
**Molecular weight**: 594.59 Da
**HOMO energy**: -8.1 eV